# 1
# C4H3N2O2P

A cluster of 2 separate species, C4H3N2O2P in total in a non-equilibrium geometry (ωB97M-V with the def2-TZVPD basis set, the OMol25 dataset).

SMILES: N#CP(O)C#N.C=C=O
Multiplicity: 1
E_tot in eV: -20558.7794
HOMO energy in hartree: -0.3585
Gap between HOMO and LUMO in Eh: 0.344
ΔE to the lowest compared entry with this formula, charge and spin in kJ/mol: 0.0
F_max in eV/A: 1.45

Cartesian coordinates (Å):
P (4.05771, 0.14238, 0.02486)
O (3.47369, 0.53902, 1.47657)
O (0.31500, 0.47377, 1.33038)
N (2.14358, 1.64201, -1.63526)
N (2.64443, -2.39385, -0.46392)
C (-1.23770, -0.18944, -0.44496)
C (2.88372, 1.02349, -1.01662)
C (3.16685, -1.39113, -0.28416)
C (-0.46792, 0.17797, 0.51633)
H (-2.30728, -0.15176, -0.41121)
H (2.51907, 0.52092, 1.62529)
H (-0.78656, -0.55363, -1.35180)

***

# 2
# C45H116O13

A cluster of 13 separate species, C45H116O13 in total in a non-equilibrium geometry (ωB97M-V with the def2-TZVPD basis set, the OMol25 dataset).

Multiplicity: 2
Charge: -1
E_tot in eV: -75153.8910
HOMO energy (alpha / beta) in hartree: 0.0240 / -0.2809
Gap between HOMO and LUMO (alpha / beta) in Eh: 0.053 / 0.355
ΔE to the lowest compared entry with this formula, charge and spin in kJ/mol: 49.1
F_max in eV/A: 2.89

Cartesian coordinates (Å):
O (2.64385, 6.53329, -0.74993)
O (1.49158, -4.33549, 1.54507)
O (0.33303, -2.47141, 6.75362)
O (6.96941, 0.41094, -3.16443)
O (-0.57618, 2.28173, -5.30248)
O (4.03068, 0.66392, 3.45934)
O (-2.54998, 5.65993, 0.21645)
O (-2.74353, -5.44983, 4.67410)
O (2.87089, 3.15329, -4.09240)
O (-0.41442, -0.01141, -0.82765)
O (-6.21995, -2.95864, -2.25336)
O (-5.66522, 0.58750, 1.18403)
O (-1.20425, -4.92908, -3.02826)
C (-2.32319, 1.75557, -3.63484)
C (-3.71251, -5.27864, 3.62859)
C (0.08509, -2.68311, 4.38815)
C (2.42471, 2.04167, 2.38145)
C (-2.00973, 4.39109, 0.31031)
C (0.71319, -5.14926, 0.68671)
C (-2.20355, -1.51864, -0.50613)
C (-0.83389, 1.59484, -4.10705)
C (-4.24716, 7.24546, 0.11666)
C (0.72515, 7.54350, -1.86531)
C (-3.94055, 5.80471, 0.09537)
C (2.44415, -3.50017, 0.94262)
C (-2.36038, -4.88391, -2.19583)
C (3.07699, -2.51856, 1.91226)
C (-2.89592, -6.29414, -2.19929)
C (2.23318, 5.32870, -4.92490)
C (-6.19925, -3.81815, -1.20929)
C (4.79024, -0.47488, -2.84467)
C (-0.73475, -2.71721, -4.21905)
C (-2.16456, -5.57347, 7.06190)
C (5.94229, -0.45964, 4.15256)
C (-0.46437, 4.67464, 0.26910)
C (9.20730, 0.69013, -3.34565)
C (0.41616, -1.77186, 5.54244)
C (-5.19823, -2.00414, -2.26867)
C (1.47501, -6.25648, 0.00606)
C (-0.37498, -3.76303, -3.16857)
C (3.29273, 1.87784, 3.63086)
C (1.74256, -0.96076, 5.36203)
C (-2.81545, -4.77162, 2.51880)
C (3.36324, 4.30698, -0.27629)
C (7.92307, 1.41296, -3.27774)
C (5.70777, 0.76716, -2.76819)
C (-4.82335, 1.47290, 0.56377)
C (-0.99873, -0.83771, 0.11118)
C (-3.24447, -5.79551, 5.97579)
C (1.60019, 1.20813, -1.32777)
C (1.50829, 7.44602, -0.57803)
C (3.21105, 4.51195, -4.12239)
C (4.87948, 0.44497, 4.55315)
C (-6.63813, -3.18094, 0.08794)
C (0.67944, 0.73557, -0.26145)
C (-5.48208, -0.91083, -3.29579)
C (2.98144, 5.68265, 0.33886)
C (-5.60371, 2.00619, -0.63986)
H (-3.93295, 7.61022, 1.09458)
H (-3.13493, -6.67020, -3.19405)
H (-7.67494, -2.85592, 0.17442)
H (2.21868, 5.04707, -5.97780)
H (2.62131, 6.34716, -4.91053)
H (-0.06137, 5.09275, -0.65333)
H (-4.48934, 2.17329, 1.32928)
H (2.15058, -5.79953, -0.71706)
H (-4.56730, 5.44917, 0.91322)
H (-3.04978, -4.23523, -2.73622)
H (2.55624, 3.94437, -0.91299)
H (3.12789, 4.90890, -3.11065)
H (-0.29434, -1.75538, -3.95632)
H (3.92440, -0.32993, -2.19860)
H (-2.34614, 3.70075, -0.46323)
H (-1.91442, -4.51404, 7.11786)
H (5.44294, -1.40916, 3.95977)
H (2.05144, -0.30171, 6.17341)
H (9.22497, 0.05410, -4.23067)
H (0.22361, 1.55109, 0.30001)
H (2.48893, 1.44142, -0.74140)
H (1.19854, -2.84252, 6.94012)
H (1.58799, -0.34924, 4.47306)
H (2.83865, 1.69553, 1.43438)
H (-4.29960, -2.50201, -2.63291)
H (-5.17949, -4.18794, -1.10233)
H (9.97475, 1.45447, -3.46768)
H (1.38134, 2.21553, -1.68181)
H (-4.08746, -6.26626, 3.36006)
H (3.84787, 6.00991, 0.91359)
H (-5.96724, -2.39777, 0.44101)
H (7.93423, 2.17195, -2.49551)
H (5.63356, 1.10873, -1.73574)
H (-2.91328, 1.12675, -4.30154)
H (-6.59309, -3.96233, 0.84656)
H (-5.32318, 7.40380, 0.04443)
H (-1.82062, -2.65157, -4.28735)
H (-2.27437, -4.54958, -1.16194)
H (-0.06303, -2.19059, 3.42712)
H (3.48392, 3.56224, 0.51041)
H (4.24382, 4.31718, -0.91861)
H (4.41403, 0.03397, 5.44899)
H (-3.70827, 7.60581, -0.75961)
H (6.56470, -0.64331, 5.02833)
H (-0.80835, -3.28960, 4.53667)
H (5.41917, -1.24736, -2.40216)
H (-1.39658, -0.29207, 0.96680)
H (-3.84835, -6.20515, -1.67672)
H (5.41281, 1.48515, -3.53341)
H (3.31749, -3.15103, 2.76681)
H (0.12667, 3.80433, 0.55430)
H (-2.68665, -5.85909, 7.97509)
H (0.06637, -4.64943, -0.03434)
H (0.86826, -3.42212, 4.21904)
H (-6.44334, -0.49956, -2.98763)
H (3.87687, -1.89505, 1.51287)
H (3.93201, 2.73562, 3.83981)
H (3.27460, -4.13919, 0.64245)
H (1.53841, 1.41975, 2.50710)
H (-2.75176, 2.75565, -3.70002)
H (1.46742, 7.69960, -2.64811)
H (-4.61174, -0.25566, -3.25893)
H (-5.36787, 1.21968, -1.35671)
H (-0.49806, -3.30231, -2.18842)
H (-6.29738, 1.07301, 1.71906)
H (1.97540, -2.96743, 0.11523)
H (-0.12300, 1.93934, -3.35602)
H (9.23768, 0.14220, -2.40387)
H (-0.37060, -3.18631, -5.13308)
H (0.94673, 7.29469, 0.34384)
H (0.21151, 6.58997, -1.98800)
H (4.16503, 4.75511, -4.59025)
H (-3.84637, 1.05780, 0.31623)
H (5.31551, 1.39535, 4.86097)
H (0.66063, -4.10289, -3.15804)
H (2.29400, -1.88897, 2.33492)
H (1.24745, 5.45044, -4.47588)
H (2.68184, 1.78818, 4.52912)
H (1.15107, 0.01937, 0.41140)
H (7.72480, 1.88496, -4.24003)
H (-0.01189, 8.34655, -1.86651)
H (2.88737, 2.88692, -5.01457)
H (2.15422, 5.66836, 1.04849)
H (0.78027, -6.86464, -0.57324)
H (-0.53834, 0.56067, -4.28383)
H (-6.89304, -4.60480, -1.50581)
H (-2.53192, 1.30815, -2.66306)
H (2.49888, -1.74253, 5.29189)
H (-0.17967, 5.42714, 1.00449)
H (-4.09316, -5.14562, 6.18902)
H (4.43392, -0.92765, -3.76994)
H (2.15485, -6.74225, 0.70602)
H (-0.35711, -1.01920, 5.69628)
H (-2.25280, 3.88796, 1.24620)
H (1.80741, 0.67905, -2.25794)
H (6.38259, -0.09582, 3.22420)
H (-2.97899, -0.77691, -0.69745)
H (-4.95576, -1.47474, -1.34723)
H (-3.62387, -6.81675, 5.94083)
H (-4.43742, -4.49766, 3.85813)
H (-5.21526, 2.99293, -0.89191)
H (-1.83207, -5.22738, 2.40319)
H (-3.30603, -4.61353, 1.55837)
H (-5.49798, -1.23363, -4.33677)
H (-1.27125, -6.19637, 7.01615)
H (-6.68153, 2.06974, -0.49032)
H (1.99248, 3.04212, 2.36224)
H (0.29963, 2.63079, -5.12162)
H (-0.28891, -1.55357, 0.52566)
H (-2.21805, -6.85962, -1.55990)
H (-0.00839, -5.71295, 1.27806)
H (-2.55636, -3.75173, 2.80301)
H (-1.96705, -1.95155, -1.47811)
H (1.85831, 8.45051, -0.34023)
H (-2.54891, -2.25642, 0.21810)
H (-4.42476, 5.38979, -0.78865)

***

# 3
# C16H14N2O3S

An isolated molecule of C16H14N2O3S in a non-equilibrium geometry (ωB97M-V with the def2-TZVPD basis set, the OMol25 dataset).

SMILES: O=C(O)Cc1sc(NCc2ccco2)nc1-c1ccccc1
Multiplicity: 1
E_tot in eV: -36777.3235
HOMO energy in hartree: -0.2880
Gap between HOMO and LUMO in Eh: 0.307
ΔE to the lowest compared entry with this formula, charge and spin in kJ/mol: 102.8
F_max in eV/A: 1.05

Cartesian coordinates (Å):
S (0.95229, -0.85163, -1.63809)
O (5.35502, 0.25413, 0.08355)
O (-2.40196, -3.82304, 0.05368)
O (-0.40463, -2.94880, 0.51209)
N (2.19732, 1.53760, -1.20939)
N (-0.02721, 1.27114, -0.56028)
C (4.41918, -0.47549, 1.96360)
C (-0.71994, -0.85201, -1.13272)
C (5.58765, -0.25149, 1.30837)
C (-1.56067, -2.05851, -1.36110)
C (-1.53058, -3.03707, -0.20059)
C (4.01608, 0.35276, -0.05932)
C (1.06254, 0.80957, -1.05744)
C (-2.34841, 0.77083, -0.06512)
C (-3.21806, -0.10845, 0.57567)
C (-4.81581, 1.65966, 0.87489)
C (-1.04560, 0.35571, -0.58203)
C (3.48098, 0.89449, -1.35239)
C (-3.94728, 2.54554, 0.25756)
C (-4.44367, 0.33625, 1.03789)
C (-2.72284, 2.10702, -0.20602)
C (3.39027, -0.08126, 1.07161)
H (4.29625, -0.86888, 2.95138)
H (4.19380, 1.61823, -1.75772)
H (-2.03705, 2.78789, -0.68601)
H (-4.22776, 3.58194, 0.13737)
H (-2.60057, -1.78466, -1.55258)
H (2.33556, -0.11799, 1.25379)
H (-2.93251, -1.13546, 0.74114)
H (3.37032, 0.08401, -2.08326)
H (-0.40083, -3.60301, 1.22856)
H (-5.10902, -0.35627, 1.53247)
H (6.61087, -0.40183, 1.58897)
H (-5.77486, 2.00121, 1.23569)
H (-1.18818, -2.60629, -2.23226)
H (2.18931, 2.39415, -0.67197)

***

# 4
# C5H10N2O

A structure of composition C5H10N2O in a non-equilibrium geometry (ωB97M-V with the def2-TZVPD basis set, the OMol25 dataset).

Multiplicity: 1
E_tot in eV: -10371.2096
HOMO energy in hartree: -0.3150
Gap between HOMO and LUMO in Eh: 0.347
ΔE to the lowest compared entry with this formula, charge and spin in kJ/mol: 395.2
F_max in eV/A: 4.51

Cartesian coordinates (Å):
O (-0.69529, -1.98725, 0.33981)
N (-1.98428, 0.15815, -0.81532)
N (0.33735, 0.80861, -1.13407)
C (0.97064, -0.06427, -0.53916)
C (-0.98851, 0.76755, -0.28549)
C (-0.06802, -0.88840, 0.91848)
C (-1.01614, 1.92603, 0.66208)
C (2.19459, -0.86389, -0.73295)
H (0.84509, -1.22002, 1.41568)
H (-1.83178, -0.02398, -1.80657)
H (2.89384, -0.68396, 0.08554)
H (2.66270, -0.58643, -1.68092)
H (-0.64689, -0.44609, 1.73540)
H (1.92437, -1.92242, -0.73943)
H (-1.29517, 2.82653, 0.10905)
H (-0.04930, 2.08770, 1.13961)
H (-1.76107, 1.72479, 1.43409)
H (-1.49215, -1.61265, -0.10584)